The following is a DFT calculation (ωB97M-V/def2-TZVPD) of a single C20H22N4O3S molecule in a non-equilibrium geometry.

Values from the calculation:
orbital gap	8.638	eV
SMILES string	CCOC(=O)c1c(NC(=O)Cn2nnc3ccccc32)sc2c1CC[C@H](C)C2
electronic energy	-44036.2150	eV
M	398.49	g/mol
lowest unoccupied orbital energy	0.01961	hartree
HOMO	-8.104	eV

Each line ends with the Löwdin charge.
Positions of all 50 atoms, in Å:
1 C 4.3183 0.5181 0.7670  -0.156
2 C 0.5150 4.4214 -0.6753  -0.060
3 H 4.0006 -2.1264 1.7122  0.121
4 H 5.5869 -1.6767 -1.6087  0.079
5 H 5.8430 -0.9875 0.7029  0.135
6 C 2.9689 0.8816 0.1467  -0.133
7 N -1.1967 -1.8334 -0.4592  0.116
8 H 0.9442 4.5106 0.3191  0.077
9 C -4.7177 0.0840 -0.2810  -0.231
10 H -0.8135 3.0835 -1.7532  0.131
11 C -3.9623 -0.9348 0.3491  -0.188
12 C -3.4587 -0.7931 1.6363  -0.014
13 O -1.0375 -4.0343 -0.0161  0.010
14 C -3.7293 0.3976 2.2696  -0.078
15 H -1.1823 3.2280 -0.0264  0.128
16 H -3.6365 -3.8098 0.2531  0.143
17 C -4.4740 1.4145 1.6542  -0.088
18 N -3.8981 -1.9183 -0.5952  -0.093
19 C -1.7164 -3.0735 -0.3125  -0.460
20 O -1.3880 0.7763 -0.7291  0.083
21 H 4.1886 -2.8662 0.1258  0.114
22 H 5.6628 0.0843 -1.5708  0.080
23 H -4.6481 2.3283 2.2032  0.101
24 H 1.3236 4.3515 -1.3979  0.078
25 H 5.0320 1.3210 0.5741  0.114
26 H -1.7400 -0.9915 -0.6867  0.118
27 C 2.0619 -0.3059 0.0878  -0.204
28 H 3.1074 1.2712 -0.8652  0.124
29 C 3.9178 -1.9398 0.6364  -0.174
30 H -0.0762 5.3072 -0.8877  0.078
31 C 5.0679 -0.7788 -1.2805  -0.060
32 C 4.8700 -0.8070 0.2328  -0.369
33 N -5.0445 -0.3616 -1.5277  0.071
34 O 0.4402 2.0430 -0.4903  0.001
35 C 0.6630 -0.2766 -0.2188  -0.090
36 H -2.8797 -1.5730 2.1078  0.116
37 C 2.5147 -1.5674 0.3040  -0.456
38 H -3.3552 0.5603 3.2697  0.104
39 C -4.9799 1.2810 0.3835  -0.010
40 H -3.3966 -3.6795 -1.4994  0.142
41 H 4.1118 -0.7332 -1.7942  0.081
42 H 4.2012 0.4299 1.8494  0.120
43 C -3.2245 -3.1773 -0.5423  -0.022
44 N -4.5587 -1.5163 -1.6941  0.055
45 C 0.1210 -1.5511 -0.2100  -0.424
46 H 2.4964 1.6751 0.7272  0.116
47 S 1.2609 -2.7757 0.1654  1.186
48 C -0.1881 0.8689 -0.5016  -0.409
49 C -0.3669 3.1904 -0.7582  -0.214
50 H -5.5493 2.0607 -0.0950  0.112

Cartesian forces (eV/Å) of the 2 atoms listed first:
C -0.001 -0.083 -0.118
C -0.077 -0.465 0.025